{
  "formula": "C17H18N4O6S",
  "method": "ωB97M-V with the def2-TZVPD basis set",
  "charge": 0,
  "smiles": "COc1cc(NC(=O)COn2nnc3ccc(S(C)(=O)=O)cc32)cc(OC)c1",
  "total_energy_ha": -1727.153650,
  "elements": ["C", "H", "H", "O", "C", "C", "C", "C", "C", "C", "H", "N", "C", "O", "C", "H", "H", "O", "N", "C", "C", "C", "C", "C", "C", "N", "N", "H", "H", "S", "O", "O", "C", "H", "H", "H", "H", "H", "H", "O", "C", "H", "H", "H", "H", "H"],
  "xyz": [[1.014, 4.375, -2.638], [1.843, 4.769, -2.043], [0.810, 5.051, -3.467], [-0.180, 4.322, -1.890], [-0.219, 3.536, -0.785], [-1.420, 3.534, -0.085], [-1.571, 2.763, 1.063], [-0.508, 1.990, 1.516], [0.686, 1.994, 0.804], [0.849, 2.759, -0.341], [1.788, 2.729, -0.863], [1.712, 1.170, 1.301], [2.773, 0.661, 0.634], [3.123, 0.958, -0.485], [3.503, -0.427, 1.450], [4.519, -0.547, 1.072], [3.516, -0.188, 2.520], [2.921, -1.714, 1.239], [1.589, -1.777, 1.515], [0.645, -2.396, 0.762], [0.658, -3.116, -0.427], [-0.566, -3.566, -0.849], [-1.759, -3.343, -0.149], [-1.775, -2.639, 1.030], [-0.548, -2.151, 1.492], [-0.220, -1.411, 2.583], [1.038, -1.209, 2.579], [-2.680, -2.468, 1.589], [-2.660, -3.766, -0.563], [-0.647, -4.471, -2.401], [0.619, -5.109, -2.624], [-1.832, -5.282, -2.402], [-0.852, -3.148, -3.628], [-0.922, -3.612, -4.604], [0.015, -2.502, -3.575], [-1.762, -2.611, -3.395], [1.558, -3.329, -0.979], [1.511, 0.784, 2.219], [-0.594, 1.374, 2.397], [-2.788, 2.822, 1.664], [-3.000, 2.059, 2.829], [-2.859, 0.989, 2.643], [-2.339, 2.375, 3.642], [-4.034, 2.243, 3.115], [-2.242, 4.134, -0.435], [1.286, 3.390, -3.031]],
  "forces_ev_per_angstrom": [[0.199, 0.007, -0.123], [-0.027, -0.029, -0.019], [0.060, -0.055, 0.045], [-0.231, -0.051, 0.200], [-0.285, -0.142, 0.366], [-0.035, 0.035, -0.050], [0.245, 0.115, -0.259], [-0.129, -0.053, 0.194], [-0.228, 0.220, -0.269], [0.263, 0.080, -0.256], [0.034, 0.012, -0.050], [-0.211, 0.261, 0.433], [0.210, -0.391, 0.373], [0.129, 0.015, -0.268], [0.019, 0.675, -0.001], [-0.180, 0.064, 0.048], [0.013, -0.089, -0.134], [-0.133, -0.671, -0.003], [-0.552, -0.079, -0.187], [-0.649, 0.130, 0.225], [0.178, -0.089, -0.144], [0.216, -0.197, -0.502], [-0.387, 0.021, 0.148], [0.159, -0.018, -0.074], [0.910, -0.356, -0.854], [-0.712, 0.124, 0.469], [1.028, 0.144, 0.592], [-0.138, 0.003, 0.038], [-0.162, -0.013, 0.038], [-0.033, 0.312, -0.420], [0.272, 0.256, 0.044], [-0.265, 0.220, 0.118], [0.107, -0.570, 0.700], [-0.001, -0.209, -0.089], [0.142, 0.125, 0.025], [-0.153, 0.108, 0.050], [0.149, -0.013, -0.069], [0.221, 0.052, -0.312], [-0.053, -0.088, 0.092], [0.098, 0.151, -0.254], [-0.033, -0.109, 0.174], [0.016, 0.035, 0.007], [-0.008, -0.026, -0.033], [0.078, -0.045, 0.022], [-0.135, 0.095, -0.056], [-0.004, 0.032, 0.027]]
}

=====

{
  "formula": "C23H17MnN4O3",
  "method": "ωB97M-V with the def2-TZVPD basis set",
  "charge": 0,
  "s2": 6.04,
  "spin_multiplicity": 5,
  "total_energy_ha": -2482.502858,
  "elements": ["Mn", "O", "C", "C", "C", "C", "C", "C", "C", "N", "N", "C", "O", "C", "C", "C", "C", "C", "C", "H", "H", "H", "H", "H", "H", "H", "H", "H", "H", "O", "C", "C", "C", "C", "C", "C", "C", "N", "C", "C", "N", "H", "H", "H", "H", "H", "H", "H"],
  "xyz": [[-1.125, 0.473, -0.329], [-1.268, 2.311, -0.178], [-1.180, 3.102, 0.841], [-0.893, 4.469, 0.637], [-0.787, 5.340, 1.692], [-1.024, 4.897, 2.995], [-1.312, 3.574, 3.230], [-1.349, 2.634, 2.188], [-1.478, 1.248, 2.483], [-1.376, 0.302, 1.583], [-1.382, -0.981, 2.046], [-1.324, -1.826, 1.042], [-1.331, -1.386, -0.173], [-1.234, -3.276, 1.256], [-1.440, -4.107, 0.156], [-1.299, -5.474, 0.276], [-0.938, -6.024, 1.495], [-0.766, -5.205, 2.601], [-0.915, -3.835, 2.490], [-0.745, 4.797, -0.382], [-0.521, 6.373, 1.515], [-0.975, 5.596, 3.815], [-1.505, 3.230, 4.236], [-1.589, 0.937, 3.521], [-1.710, -3.653, -0.784], [-1.482, -6.107, -0.580], [-0.795, -7.090, 1.583], [-0.525, -5.639, 3.560], [-0.783, -3.183, 3.340], [-0.807, 0.489, -2.117], [0.126, 0.459, -2.998], [-0.218, 0.437, -4.373], [0.734, 0.423, -5.360], [2.085, 0.428, -5.025], [2.459, 0.442, -3.700], [1.520, 0.455, -2.661], [1.956, 0.458, -1.283], [1.188, 0.492, -0.197], [2.014, 0.487, 0.885], [3.308, 0.447, 0.468], [3.261, 0.429, -0.897], [-1.272, 0.427, -4.609], [0.434, 0.414, -6.399], [2.835, 0.425, -5.801], [3.516, 0.451, -3.475], [1.623, 0.511, 1.883], [4.228, 0.428, 1.013], [4.060, 0.397, -1.508]],
  "forces_ev_per_angstrom": [[1.228, 0.211, 0.069], [-0.211, 0.130, -0.671], [0.055, 0.159, 1.095], [-0.016, -0.212, -0.149], [-0.110, -0.257, -0.007], [-0.040, 0.015, 0.262], [0.053, 0.030, 0.000], [0.046, 0.676, -0.794], [0.178, -0.694, -0.708], [-0.223, 1.159, 1.007], [-0.032, -1.672, 0.398], [-0.085, 1.244, 1.013], [-0.098, -0.449, -0.929], [-0.016, -0.335, -0.123], [0.001, 0.258, 0.066], [-0.029, -0.098, 0.028], [-0.041, 0.016, -0.015], [-0.014, -0.042, 0.110], [-0.069, 0.202, -0.157], [0.029, -0.012, -0.051], [-0.048, 0.073, -0.036], [-0.004, 0.040, 0.119], [0.062, -0.024, 0.147], [-0.010, -0.079, -0.119], [0.017, 0.000, -0.115], [0.063, -0.081, -0.070], [-0.036, -0.128, 0.053], [0.083, -0.043, 0.072], [0.043, 0.036, 0.097], [-1.290, -0.050, -0.011], [1.663, -0.013, -0.849], [-0.141, -0.009, 0.557], [0.127, 0.007, 0.089], [0.133, 0.015, -0.100], [-0.176, 0.013, -0.003], [-0.730, -0.032, -0.696], [-0.054, 0.022, 0.535], [-0.495, -0.064, -0.623], [0.426, -0.017, 0.089], [-0.177, 0.015, 0.462], [-0.176, 0.010, -0.291], [-0.088, 0.025, -0.019], [-0.031, -0.014, -0.052], [0.090, -0.008, -0.036], [0.103, -0.011, 0.033], [-0.019, -0.015, 0.203], [0.190, 0.001, 0.086], [-0.131, 0.001, 0.034]]
}